No. 1
Computed, not measured: C39H40BN6Sr as an isolated structure, with wB97M-V/def2-TZVPD.

XYZ file:
```
87
Properties=species:S:1:pos:R:3:forces:R:3
Sr 0.13392 0.09958 0.11966 1.1 1.1 1.1
C 0.17705 1.63133 4.23875 0.0 0.0 0.0
C 1.10369 1.82161 3.06544 -0.2 0.0 0.0
C 2.16292 0.95675 2.83602 0.0 -0.2 0.1
C 3.03772 1.13344 1.76197 0.0 -0.2 0.0
C 4.19335 0.18717 1.55267 0.0 0.0 0.0
C 2.81912 2.20446 0.91029 0.1 0.0 -0.2
C 1.75900 3.09417 1.10233 0.0 0.0 -0.2
C 1.55462 4.24973 0.15606 0.0 0.0 0.0
C 0.91489 2.88681 2.18142 -0.1 0.1 0.0
H -0.80633 1.28045 3.91607 0.0 0.0 0.0
H 0.01660 2.57387 4.76288 0.0 0.0 0.0
H 0.57798 0.90962 4.94953 0.0 0.0 0.0
H 2.34619 0.15202 3.53391 0.0 -0.1 0.0
H 3.85294 -0.79045 1.20072 0.0 0.0 0.0
H 4.72905 0.01108 2.48630 0.0 0.0 0.0
H 4.89906 0.58416 0.82340 0.0 0.0 0.0
H 3.51281 2.38483 0.10023 0.0 0.0 0.0
H 1.20858 3.90728 -0.82260 0.0 0.0 0.0
H 2.48921 4.78569 -0.01453 0.0 0.0 0.0
H 0.82230 4.95512 0.54744 0.0 0.0 0.0
H 0.11960 3.59516 2.37173 0.0 0.0 0.0
C -1.81636 -4.81934 -1.82748 0.0 0.0 0.0
C -0.93683 -4.05540 -0.89107 0.0 0.1 -0.2
C -0.04644 -4.56200 0.03224 -0.1 -0.2 0.1
C 0.50728 -3.45166 0.66202 0.3 0.2 0.2
N 0.01838 -2.32366 0.14080 -0.4 -0.6 -0.3
N -0.88310 -2.70795 -0.82691 0.0 0.2 0.0
B -1.72107 -1.72758 -1.71295 0.0 0.0 0.0
N -0.83192 -0.88788 -2.69097 0.0 -0.1 0.2
N 0.15122 -0.00449 -2.30520 -0.3 -0.4 -0.6
C 0.67085 0.48746 -3.43188 0.2 0.3 0.2
C 0.02529 -0.04544 -4.54307 0.1 -0.1 -0.2
C -0.90723 -0.92693 -4.03853 -0.2 0.0 0.1
C -1.85975 -1.78761 -4.80446 0.0 0.0 0.0
C 1.79479 1.44495 -3.42486 -0.1 -0.1 0.0
C 1.87172 2.41924 -4.41630 0.0 0.2 -0.1
C 2.94134 3.30009 -4.46244 0.0 0.0 0.0
C 3.96230 3.20737 -3.52540 0.0 0.0 0.0
C 3.89991 2.23223 -2.54008 -0.1 0.0 -0.1
C 2.81776 1.36281 -2.48656 0.2 -0.1 0.0
N -2.68896 -0.83523 -0.86672 0.2 0.0 -0.1
N -2.29814 0.14682 0.01800 -0.6 -0.3 -0.4
C -3.42505 0.66828 0.50949 0.2 0.3 0.3
C -4.53786 0.02898 -0.02763 -0.2 0.0 -0.1
C -4.03641 -0.90601 -0.90764 0.1 -0.2 0.0
C -4.80774 -1.85450 -1.76816 0.0 0.0 0.0
C -3.43279 1.78720 1.47397 0.0 -0.2 -0.1
C -4.47154 1.88071 2.39671 -0.1 -0.1 0.2
C -4.53737 2.93919 3.28886 0.0 0.0 0.0
C -3.56874 3.93421 3.26164 0.0 0.0 0.0
C -2.53400 3.85501 2.34033 -0.1 -0.1 0.0
C -2.46404 2.78381 1.45797 0.1 0.2 -0.1
C 1.48952 -3.44406 1.76457 -0.1 0.0 -0.1
C 1.43981 -2.49672 2.78196 -0.1 0.0 0.2
C 2.33568 -2.54888 3.84243 0.0 0.0 -0.1
C 3.30403 -3.54092 3.88897 0.0 0.0 0.0
C 3.36378 -4.48722 2.87450 0.0 0.0 0.0
C 2.45717 -4.44265 1.82655 0.2 -0.1 -0.1
H -1.64137 -5.88372 -1.68172 0.0 0.0 0.0
H -2.87296 -4.62058 -1.64685 0.0 0.0 0.0
H -1.60653 -4.58037 -2.87024 0.0 0.0 0.0
H 0.12916 -5.60337 0.24923 0.0 0.1 0.0
H -2.41271 -2.41019 -2.39743 0.1 0.1 0.1
H 0.23837 0.13623 -5.58441 0.0 0.0 0.1
H -1.71453 -1.60934 -5.86837 0.0 0.0 0.0
H -1.69486 -2.84781 -4.61151 0.0 0.0 0.0
H -2.89843 -1.56282 -4.56164 0.0 0.0 0.0
H 1.07624 2.50125 -5.14805 0.0 0.0 0.0
H 2.98214 4.05480 -5.23755 0.0 0.0 0.0
H 4.80857 3.88053 -3.57107 0.0 0.0 0.0
H 4.71504 2.13386 -1.83447 0.0 0.0 0.0
H 2.81378 0.56421 -1.75220 0.0 0.0 0.0
H -5.57881 0.24340 0.15202 0.1 0.0 0.0
H -5.87092 -1.70432 -1.59000 0.0 0.0 0.0
H -4.61535 -1.69153 -2.82856 0.0 0.0 0.0
H -4.57065 -2.89435 -1.54355 0.0 0.0 0.0
H -5.22755 1.10502 2.43224 0.0 0.0 0.0
H -5.35047 2.99075 4.00212 0.0 0.0 0.0
H -3.62556 4.77244 3.94385 0.0 0.0 0.0
H -1.80100 4.65033 2.29649 0.0 0.0 0.0
H -1.68450 2.76912 0.70392 0.0 0.0 0.0
H 0.64586 -1.75752 2.79299 0.0 0.0 0.0
H 2.26369 -1.83669 4.65418 0.0 0.0 0.0
H 3.99754 -3.58523 4.71885 0.0 0.0 0.0
H 4.11275 -5.26829 2.90374 0.0 0.0 0.0
H 2.51333 -5.18193 1.03561 0.0 0.0 0.0
```
Positions in Å, forces in eV/Å.

As for the HOMO energy: -10.977 eV. As for the net charge: +1. For the electronic energy, the calculation gives -51546.4332 eV. The orbital gap is 9.22 eV. The LUMO energy comes out at -1.757 eV.

Mulliken population analysis, charges in e, atoms 1 to 6: 3.256 -1.530 0.137 -0.169 0.114 -1.459

No. 2
Computed, not measured: a 3-piece molecular cluster, C6H16O2 overall, with wB97M-V/def2-TZVPD.

XYZ file:
```
24
Properties=species:S:1:pos:R:3:forces:R:3
C -0.68726 3.11844 -0.06753 0.3 1.0 0.5
C 0.42377 2.43208 -0.28666 -0.4 -0.6 0.1
C 0.40012 1.08814 -0.96257 -1.3 -0.5 0.1
C 0.00321 -0.04119 0.05201 2.1 1.1 -0.3
C 1.29930 -0.38869 0.80843 -0.5 0.1 1.5
C 2.39160 -1.21438 0.17583 -0.6 -1.2 -0.5
H -1.68526 2.88501 -0.39384 -0.1 -0.5 -0.4
H -0.64886 4.02934 0.52269 0.1 0.0 0.0
H 1.33698 2.75551 0.19872 0.1 0.1 -0.2
H -0.38796 1.08783 -1.72058 0.2 0.2 -0.2
H 1.32966 0.81624 -1.44686 0.2 0.1 -0.1
H -0.59320 0.41856 0.83339 -0.7 -0.2 -0.2
H -0.49671 -0.85448 -0.46517 0.1 -0.2 0.2
H 1.01401 -0.89589 1.73994 0.0 -0.3 -0.1
H 1.65162 0.56042 1.22752 0.3 0.1 -0.3
H 3.06446 -1.67574 0.89720 0.3 0.6 0.2
H 2.93181 -0.81672 -0.67928 0.1 0.4 0.2
H 1.89600 -2.10809 -0.20307 -0.1 -0.2 -0.4
O -3.30268 -0.38870 -0.49494 -0.1 -0.1 0.0
H -2.94866 -1.28421 -0.40575 0.2 0.2 0.0
H -2.55271 0.19793 -0.35689 0.0 -0.1 0.0
O -1.65379 -3.04527 0.05708 -0.5 0.0 0.1
H -2.06918 -3.46392 0.82041 0.1 0.0 -0.1
H -0.71628 -3.21222 0.14988 0.3 0.0 0.0
```
Positions in Å, forces in eV/Å.

As for the HOMO energy: -9.622 eV. As for the structure (SMILES): C=CCCCC.O.O. The relative energy (zero: lowest compared OMol25 entry of this formula, charge and spin) comes out at 24.8 kcal/mol. For the electronic energy, the calculation gives -10575.4643 eV. The orbital gap is 10.14 eV. The LUMO energy comes out at 0.515 eV.

Mulliken population analysis, charges in e, atoms 1 to 6: -0.759 -0.110 -0.708 -0.275 -0.706 -1.132